Run P
C4H13NO2 | ωB97M-V/def2-TZVPD

Properties
SMILES ... C[C@H](O)[C@@H](C)N.O
Gap between HOMO and LUMO ... 0.386 Ha
HOMO energy ... -9.82 eV
Lowest unoccupied orbital energy ... 0.70 eV
Multiplicity ... 1

Structure (XYZ):
```
20
Properties=species:S:1:pos:R:3:lowdin_charge:R:1
C -1.14047 1.38379 0.94028 -0.0558
C -1.43264 0.00402 0.28686 -0.4184
C -0.22706 -0.72924 -0.31384 -0.4211
C 0.73882 -1.11412 0.83942 -0.0434
O 0.47109 0.04063 -1.26520 -0.0723
N -2.64869 -0.05614 -0.58859 0.0114
H -1.35299 2.30534 0.33036 0.0839
H -0.12144 1.64975 1.21205 0.0697
H -1.86012 1.46016 1.73625 0.0662
H -1.76192 -0.56256 1.06550 0.0841
H -0.69702 -1.58151 -0.84611 0.1455
H 1.40251 -1.93689 0.46536 0.0977
H 0.08808 -1.53272 1.60261 0.0743
H 1.21599 -0.21935 1.26483 0.0778
H 0.16062 1.03811 -1.26904 0.1540
H -2.72906 0.70751 -1.31221 0.0797
H -3.51516 0.23028 0.01387 0.1078
H 2.77125 -0.02577 -0.17899 -0.0284
H 4.09218 -0.65334 -0.26441 0.0802
O 3.68093 0.24028 -0.01183 -0.0929
```



Run Q
C4H13NO2 | ωB97M-V/def2-TZVPD

Properties
SMILES ... CN[C@@H](C)CO.O
Gap between HOMO and LUMO ... 0.368 Ha
HOMO energy ... -9.29 eV
Lowest unoccupied orbital energy ... 0.72 eV
Multiplicity ... 1

Structure (XYZ):
```
20
Properties=species:S:1:pos:R:3:lowdin_charge:R:1
C -0.14963 2.03311 -0.55258 -0.0916
N 0.58592 0.72467 -0.62704 -0.1144
C 1.36438 0.30681 1.70347 -0.0578
C 0.44243 -0.21600 0.49348 -0.3821
C -0.98575 -0.73380 0.85958 -0.2712
O -1.10799 -1.79505 1.73195 -0.0403
H 0.26231 2.54483 -1.35946 0.0553
H -1.17410 1.89845 -0.82381 0.0655
H -0.12686 2.62476 0.38204 0.0829
H 1.56012 0.97514 -0.65895 0.0945
H 1.18748 -0.52722 2.46127 0.0765
H 2.47302 0.51417 1.42538 0.0988
H 0.98869 1.24910 2.11961 0.0524
H 0.96777 -1.11116 0.06425 0.1401
H -1.35142 -1.08752 -0.19700 0.1495
H -1.68181 0.17880 1.11479 0.1439
H -0.94085 -1.51273 2.62659 0.0815
H 0.44789 -1.08573 -3.46672 0.0263
H -0.05385 -0.11037 -2.36089 -0.0433
O -0.22807 -0.45044 -3.22713 -0.0666
```



It is run Q that is the least stable of them.



Run P
C4H10N2 | ωB97M-V/def2-TZVPD

Properties
Gap between HOMO and LUMO ... 0.334 Ha
HOMO energy ... -8.34 eV
Lowest unoccupied orbital energy ... 0.76 eV
Multiplicity ... 1

Structure (XYZ):
```
16
Properties=species:S:1:pos:R:3:lowdin_charge:R:1
C 0.38477 0.89154 2.10775 -0.1745
C 0.32105 0.08597 -0.16186 -0.4674
C -0.77523 -0.97460 0.26509 -0.0386
C -0.16764 -0.40239 -2.41662 -0.2228
H -0.87926 1.03573 2.12080 0.1233
H 0.85847 2.10767 2.42935 0.1421
H 0.90672 -0.08689 2.89518 0.1490
H 1.53826 1.51010 0.39363 0.1309
H -0.78688 -1.68192 -0.64725 0.0725
H -1.70865 -0.50509 0.49314 0.0494
H -0.45533 -1.39459 1.31430 0.0925
H 0.69396 -1.28553 -2.63905 0.1319
H -0.20446 0.39311 -3.32821 0.1007
H -1.23828 -0.79244 -2.20419 0.0710
N 1.01582 0.71553 0.79564 -0.1004
N 0.49669 0.38379 -1.41770 -0.0597
```



Run Q
C4H10N2 | ωB97M-V/def2-TZVPD

Properties
Gap between HOMO and LUMO ... 0.325 Ha
HOMO energy ... -7.95 eV
Lowest unoccupied orbital energy ... 0.89 eV
Multiplicity ... 1

Structure (XYZ):
```
16
Properties=species:S:1:pos:R:3:lowdin_charge:R:1
C -1.36122 -0.72523 -0.31352 -0.3055
C -1.18719 1.58135 0.22423 -0.1276
N -0.98980 0.17940 0.53030 -0.1094
N -1.16478 -2.04159 -0.10358 0.1274
C 1.76381 -0.62485 0.14788 -0.1495
C 2.36662 0.56226 0.06495 -0.1891
H 0.38450 -0.15541 0.72252 0.1344
H -1.58795 -0.43762 -1.34326 0.1415
H -0.65509 -2.24768 0.75350 0.1111
H -1.34266 -2.66428 -0.87422 0.1026
H 2.30998 -1.44612 -0.32088 0.0038
H -0.90722 2.17760 1.09214 0.0763
H -0.57040 1.86361 -0.63677 0.0796
H -2.23525 1.79481 0.01183 0.0741
H 1.81103 1.45096 0.37642 0.0090
H 3.36562 0.73278 -0.33154 0.0212
```



It is run P that is the least stable of them.



Run P
C4H10N2 | ωB97M-V/def2-TZVPD

Properties
SMILES ... C=C(N)CCN
Gap between HOMO and LUMO ... 0.361 Ha
HOMO energy ... -8.81 eV
Lowest unoccupied orbital energy ... 1.02 eV
Multiplicity ... 1

Structure (XYZ):
```
16
Properties=species:S:1:pos:R:3:lowdin_charge:R:1
C -0.79118 -1.01603 -0.98704 -0.3108
C 0.17382 -1.02749 0.17746 -0.1767
C 0.39743 0.31574 0.85872 -0.4160
C 1.51750 0.53246 1.53264 0.0320
N -0.66664 1.25066 0.69631 0.0640
N -0.28355 -0.15650 -2.07037 -0.0095
H -1.80449 -0.72076 -0.66960 0.0974
H -0.89214 -2.01820 -1.42518 0.1075
H -0.12352 -1.77181 0.91811 0.1141
H 1.13111 -1.38011 -0.22250 0.1140
H 1.78698 1.42296 2.06981 0.0500
H 2.26787 -0.24189 1.51502 0.0559
H -0.35049 2.15168 1.03954 0.0803
H -1.47115 1.01532 1.26788 0.0914
H -0.99242 -0.05138 -2.78594 0.0596
H -0.11036 0.77447 -1.71214 0.0466
```



Run Q
C4H10N2 | ωB97M-V/def2-TZVPD

Properties
SMILES ... [H]/N=C\NCCC
Gap between HOMO and LUMO ... 0.370 Ha
HOMO energy ... -9.17 eV
Lowest unoccupied orbital energy ... 0.91 eV
Multiplicity ... 1

Structure (XYZ):
```
16
Properties=species:S:1:pos:R:3:lowdin_charge:R:1
C 0.46532 1.90311 -1.35484 -0.1407
C 0.53322 1.33150 0.05247 -0.2427
C -0.43912 0.10616 -0.01024 -0.2183
N 0.22456 -1.21359 0.37739 -0.0568
C -0.61076 -2.08754 1.08787 -0.3498
N -0.27405 -3.15398 1.68546 0.0939
H 0.79081 1.17514 -2.08726 0.0707
H 0.95648 2.92451 -1.45623 0.0895
H -0.57104 2.15269 -1.59385 0.0649
H 1.56482 1.10669 0.35175 0.1023
H 0.09960 1.88692 0.89711 0.0990
H -0.93748 0.04299 -0.97839 0.1024
H -1.17162 0.32027 0.76958 0.1006
H 0.39506 -1.63487 -0.53789 0.1200
H -1.58346 -1.89431 0.55196 0.1182
H 0.55765 -2.96568 2.24511 0.0469
```



It is run Q that is the least stable of them.